(1)
22
Properties=species:S:1:pos:R:3:mulliken_spin:R:1 method="wB97M-V/def2-TZVPD" homo_ev="-8.75 / -8.71" s_squared=0.7547 spin_multiplicity=2 charge=0 homo_lumo_gap_ev="9.8290 / 7.1506"
C -0.21 -0.23 1.14 -0.001
N -0.70 -0.09 -0.23 0.055
C 0.30 0.37 -1.18 -0.005
C 0.03 -0.16 -2.56 0.046
C 0.16 -1.69 -2.64 -0.014
O -0.66 -2.37 -1.79 0.826
C -0.31 1.12 1.88 0.003
C 0.19 1.04 3.33 0.001
H -0.81 -0.96 1.67 -0.001
H 0.85 -0.50 1.14 0.000
H -1.09 -0.97 -0.53 -0.006
H 0.29 1.46 -1.15 0.010
H 1.30 0.05 -0.85 0.003
H -0.94 0.13 -2.95 -0.001
H 0.66 0.23 -3.36 -0.001
H -0.18 -1.96 -3.66 0.083
H 1.21 -1.99 -2.53 0.005
H 0.34 1.81 1.35 -0.001
H -1.37 1.36 1.88 0.000
H -0.50 0.53 4.00 0.000
H 0.20 2.07 3.70 0.000
H 1.24 0.74 3.36 0.000

(2)
27
Properties=species:S:1:pos:R:3:mulliken_charge:R:1 method="wB97M-V/def2-TZVPD" homo_ev=-4.02 spin_multiplicity=1 charge=-1 homo_lumo_gap_ev=7.3815
C -0.75 -2.36 -0.17 -1.120
C -0.63 2.07 1.65 -1.588
C 1.94 -0.23 -1.91 -1.335
C 0.11 -1.46 0.76 -0.334
C -1.06 0.71 1.10 -0.019
C 1.68 1.02 -1.11 0.563
N 0.00 -0.02 0.41 0.242
O -3.45 -0.01 0.10 -0.660
O 2.67 -0.31 0.99 -0.637
O -1.60 0.60 -1.41 -0.607
O 2.90 1.73 -0.61 -0.613
S -2.40 0.98 -0.25 0.460
S 1.95 0.90 0.61 0.403
H -1.69 -1.99 0.07 0.305
H -0.37 -2.18 -1.13 0.270
H -0.62 -3.38 0.20 0.401
H 0.33 2.17 2.02 0.459
H -0.64 2.78 0.76 0.333
H -1.34 2.56 2.37 0.303
H 2.19 0.12 -2.91 0.409
H 2.71 -0.78 -1.49 0.350
H 0.99 -0.68 -1.99 0.227
H 1.12 -1.95 0.71 0.243
H -0.19 -1.65 1.85 0.322
H -1.40 0.22 1.90 0.482
H 0.97 1.70 -1.64 0.342
H -0.27 -0.17 -0.60 -0.201

(3)
23
Properties=species:S:1:pos:R:3:mulliken_charge:R:1 method="wB97M-V/def2-TZVPD" homo_ev=-8.93 spin_multiplicity=1 charge=0 homo_lumo_gap_ev=9.7588
C -2.16 -0.05 -1.54 -1.374
C -0.63 0.01 -1.60 0.395
C 0.04 -1.37 -1.59 -0.968
P 1.64 -1.50 -0.65 -0.090
C 1.02 -1.16 1.08 -0.729
C 1.34 0.23 1.70 -0.454
C 0.07 1.03 2.00 0.391
N -0.01 2.40 1.55 -0.649
O -0.83 0.55 2.62 -0.487
H -2.48 -0.51 -0.60 0.328
H -2.57 -0.62 -2.37 0.363
H -2.59 0.96 -1.56 0.379
H -0.26 0.59 -0.75 -0.343
H -0.31 0.54 -2.50 0.374
H 0.24 -1.72 -2.60 0.449
H -0.62 -2.11 -1.11 0.383
H 2.12 -0.21 -0.96 -0.029
H -0.06 -1.31 1.07 0.342
H 1.43 -1.94 1.71 0.460
H 1.80 0.06 2.68 0.312
H 2.03 0.81 1.09 0.335
H 0.87 2.88 1.77 0.298
H -0.09 2.42 0.54 0.314

(4)
24
Properties=species:S:1:pos:R:3:mulliken_charge:R:1 method="wB97M-V/def2-TZVPD" homo_ev=-11.11 spin_multiplicity=1 charge=+1 homo_lumo_gap_ev=7.9437
C 1.09 0.55 -0.48 -0.944
C 0.27 1.77 -0.54 0.343
C 0.00 -1.40 -1.26 0.075
C -1.52 -0.14 0.30 -0.284
C 0.61 2.47 0.74 -1.408
C 1.22 -2.33 0.72 -1.023
N 0.40 -2.38 -0.46 -0.059
O 0.70 -0.26 -1.55 -0.354
S -1.47 1.13 -0.81 -0.001
S -3.16 -0.74 0.75 -0.168
H 2.07 1.03 -0.75 0.381
H 1.19 0.23 0.51 0.483
H 0.50 2.36 -1.44 0.423
H -0.66 -1.62 -2.12 0.400
H -0.95 0.11 1.30 0.079
H 1.68 2.49 0.83 0.427
H 0.16 1.96 1.53 0.425
H 0.09 3.45 0.75 0.379
H 1.52 -3.35 1.03 0.322
H 1.99 -1.74 0.62 0.405
H 0.54 -1.95 1.47 0.407
H -2.24 2.33 -0.32 0.215
H -0.19 -3.29 -0.41 0.327
H -3.86 -0.67 -0.43 0.148

(5)
23
Properties=species:S:1:pos:R:3:mulliken_charge:R:1 method="wB97M-V/def2-TZVPD" homo_ev=-12.64 spin_multiplicity=1 charge=+1 homo_lumo_gap_ev=8.8823
C -0.34 1.32 0.31 0.553
C -0.70 0.76 1.41 -0.282
C -0.50 3.07 -1.44 -1.180
C 0.09 -2.94 -1.28 -0.502
C 0.32 2.44 -0.27 -0.332
C 0.11 -2.87 0.39 -0.805
N -1.51 0.55 -0.08 -0.082
S -1.35 -2.13 -2.13 -0.246
S -0.92 0.41 3.10 -0.121
H -0.05 4.06 -1.66 0.366
H -1.54 3.28 -1.12 0.344
H -0.46 2.40 -2.29 0.321
H -0.86 -0.93 2.93 0.174
H -0.15 -3.97 -1.34 0.372
H 1.08 -2.71 -1.66 0.393
H 0.55 3.10 0.55 0.400
H 1.24 2.20 -0.70 0.279
H 0.99 -2.37 0.77 0.259
H 0.23 -3.94 0.56 0.365
H -2.40 1.03 -0.29 0.285
H -1.27 -0.19 -0.68 0.131
H -2.05 -2.44 -0.97 0.170
H -0.74 -2.40 0.80 0.137

(6)
22
Properties=species:S:1:pos:R:3:mulliken_charge:R:1 method="wB97M-V/def2-TZVPD" homo_ev=-14.16 spin_multiplicity=1 charge=+1 homo_lumo_gap_ev=10.9510
C -2.30 0.63 -0.85 -1.194
Si -0.51 0.05 -0.71 0.373
C 0.71 -0.41 -2.11 -1.032
C -0.26 -1.41 0.50 -0.945
C 1.11 -1.00 1.19 -0.334
N 1.15 -0.11 2.35 -0.230
C 1.49 0.43 1.02 0.018
C 0.53 1.28 0.33 -0.973
H -2.90 0.85 0.05 0.382
H -2.26 1.60 -1.17 0.421
H -2.98 0.04 -1.55 0.307
H 1.10 0.57 -2.64 0.277
H 1.56 -0.77 -1.50 0.311
H 0.50 -1.07 -2.85 0.430
H -0.03 -2.28 -0.08 0.355
H -1.15 -1.56 1.12 0.440
H 1.93 -1.71 1.15 0.432
H 0.20 -0.16 2.85 0.363
H 1.86 -0.25 3.10 0.314
H 2.49 0.76 1.06 0.505
H -0.09 1.92 1.03 0.382
H 1.03 2.01 -0.33 0.398

Relative energy (zero: lowest compared OMol25 entry of this formula, charge and spin), record by record: 0.602; 3.788; 0.043; 3.846; 2.738; 1.065 eV
Maximum force, record by record: 1.52; 4.12; 0.67; 5.07; 3.23; 4.90 eV/Å